No. 1
The following is a DFT calculation (ωB97M-V/def2-TZVPD) of a structure of composition C33H61BeBrFMgN6O16S at a distorted geometry.

XYZ file:
```
121
Properties=species:S:1:pos:R:3:forces:R:3
C 0.739798 -2.826997 0.453449 -1.11 0.88 0.14
C -0.717148 -2.873199 1.043979 1.26 -0.42 -0.64
C -1.561111 -3.811192 0.173360 -0.44 0.36 1.41
C -2.777685 -3.189468 -0.495139 -0.15 -1.23 0.26
N -2.393490 -2.801286 -1.885563 -0.56 -0.03 -0.79
S -2.159577 -4.164545 -2.968175 0.13 -0.26 -0.14
C -2.203440 -1.563687 -2.306727 1.02 1.70 1.00
N -2.406927 -0.579712 -1.340199 -0.53 -0.30 -1.28
C -3.356657 0.440820 -1.794088 -0.42 0.78 0.41
C -4.813750 0.151558 -1.304207 1.72 0.36 0.47
C -5.394668 1.439791 -0.662459 -1.03 -0.38 -0.15
C -6.937709 1.444411 -0.752272 0.85 0.34 -0.25
N -7.327780 2.238233 -1.940418 -0.38 -1.02 0.40
C -8.730420 2.343286 -2.108660 -0.11 0.15 -0.42
N -9.520652 2.868236 -1.273305 0.08 -0.11 0.25
N -9.234865 1.845266 -3.332218 0.81 0.84 0.10
C -1.153623 0.011427 -0.840503 0.40 0.56 1.32
O -0.489528 0.785672 -1.786515 -0.15 -0.78 -0.21
C 0.903646 0.920419 -1.490296 0.71 0.30 -0.03
C 1.256582 2.181589 -0.714296 0.60 -0.09 0.10
O 1.526865 3.296673 -1.551567 -0.46 -0.21 0.15
C 0.371366 3.786701 -2.206147 -0.21 1.17 -0.37
C -0.654607 4.411989 -1.252322 0.07 -1.05 0.25
N -1.807135 -1.198056 -3.604253 -1.22 -0.62 0.12
C -0.412395 -1.506424 -3.986438 0.84 0.52 0.54
O -0.013877 -0.714391 -5.073492 -0.57 -0.74 -0.49
O -0.397228 0.628147 -4.875369 0.07 0.32 0.78
C -2.793817 -1.438388 -4.624861 -0.28 -1.13 -2.17
O -2.524489 -2.187786 -5.528240 0.62 0.23 -0.23
O -4.021843 -0.892245 -4.577184 0.50 -0.69 2.67
H 1.414886 -3.501702 0.967753 0.03 0.08 -0.01
H 1.132180 -1.805923 0.443093 0.25 -0.17 0.38
H 0.740996 -3.135729 -0.600017 0.22 -0.07 0.14
H -0.623528 -3.352575 2.012111 -0.29 0.37 0.09
H -1.126018 -1.865938 1.160939 -0.21 -0.17 0.08
H -0.937498 -4.339841 -0.544260 -0.11 -0.07 0.04
H -1.953430 -4.603965 0.829471 0.02 -0.10 -0.37
H -3.513132 -3.998401 -0.607356 0.10 0.07 -0.37
H -3.271260 -2.403426 0.069665 0.52 0.42 -0.21
H -0.862101 -4.458490 -2.686678 -0.17 0.23 0.19
H -3.062345 1.366843 -1.291886 0.14 -0.12 0.01
H -3.321850 0.659815 -2.865567 0.16 -0.15 0.05
H -4.703612 -0.578172 -0.493513 -0.41 -0.29 -0.24
H -5.480236 -0.206702 -2.122204 -0.32 0.10 0.01
H -4.979202 2.317318 -1.159693 -0.15 -0.01 -0.02
H -5.092586 1.491488 0.384586 0.30 -0.16 -0.13
H -7.258093 0.397754 -0.859046 -0.30 0.12 0.18
H -7.390998 1.848794 0.149475 0.01 0.11 -0.12
H -6.898173 1.769900 -2.732023 -0.09 0.27 -0.18
H -8.989717 3.190484 -0.467522 -0.16 0.09 0.03
H -9.955811 2.491092 -3.637218 -0.29 -0.35 0.02
H -8.489622 1.894047 -4.020586 -0.21 -0.21 -0.18
H -1.490130 0.657269 -0.014758 0.09 0.10 0.44
H -0.536697 -0.784346 -0.412688 0.07 -0.01 -0.36
H 1.443418 0.920359 -2.443601 -0.18 0.17 0.00
H 1.310054 0.069732 -0.927078 -0.48 -0.13 -0.02
H 0.536025 2.404243 0.081426 -0.20 -0.12 -0.20
H 2.204416 1.970288 -0.206577 -0.04 0.07 -0.09
H -0.085936 3.050785 -2.879205 0.05 -0.20 0.27
H 0.724316 4.593688 -2.857007 0.18 -0.20 -0.02
H -1.503803 4.819770 -1.806393 0.21 0.24 -0.02
H -1.063334 3.651497 -0.572196 0.01 0.14 -0.01
H -0.157891 5.159624 -0.629673 -0.18 0.17 -0.17
H 0.232439 -1.295954 -3.124458 -0.34 0.05 0.16
H -0.266183 -2.550322 -4.259868 -0.09 0.16 -0.47
H -1.181511 0.738717 -5.432807 0.17 -0.17 -0.26
Mg -4.643396 -1.914679 -3.049380 -0.12 0.81 -0.37
C -0.802403 -4.937655 6.162536 -0.04 -0.37 0.74
C -0.507651 -4.563754 7.404683 -0.12 -0.14 -0.15
C 0.222166 -3.296461 7.690067 -0.01 -0.02 -0.03
O 0.486120 -2.968384 8.824663 0.01 0.01 0.13
C 0.612266 -2.458723 6.532640 0.03 0.07 -0.02
C 0.323777 -2.822591 5.289101 0.12 0.16 0.18
C -0.403568 -4.082541 5.007261 -0.16 -0.33 -0.14
O -0.654699 -4.388352 3.867348 0.19 0.17 0.00
H -1.385689 -5.958202 5.957651 1.19 1.85 0.53
H -0.781839 -5.160139 8.266336 0.03 0.04 0.05
H 1.141463 -1.542223 6.758192 0.01 0.00 0.04
H 0.601046 -2.224352 4.429511 -0.03 -0.06 -0.05
O -1.693883 -6.629760 0.168106 -0.28 0.08 0.07
H -2.057847 -7.234223 0.828432 0.08 -0.12 0.03
Br -2.144408 -6.679821 4.472453 -1.17 -1.43 -1.39
C 1.255835 2.040672 -6.937319 0.06 0.14 -0.17
C 1.622866 3.447020 -7.422308 -0.33 -0.71 0.06
O 0.822501 4.000268 -8.213280 0.26 0.32 0.05
O 2.692557 3.920429 -6.981895 -0.05 0.33 -0.19
H 0.309399 1.709227 -7.371144 0.01 0.07 -0.05
H 2.036607 1.333712 -7.224337 0.03 0.02 0.08
H 1.165033 2.038455 -5.855185 0.15 0.01 0.02
O 1.721108 1.248714 2.487204 -0.03 -0.14 0.00
C 2.063991 2.275286 3.001789 0.23 0.05 -0.10
O 1.398394 3.407136 2.726541 -0.36 -0.08 -0.06
C 1.619572 4.647750 3.398185 0.22 0.24 0.04
C 2.776687 5.412124 2.788034 0.10 -0.10 -0.08
C 3.293605 2.322940 3.882335 -0.59 0.59 0.64
H 1.741356 4.491718 4.472466 0.07 -0.06 -0.02
H 0.699490 5.215628 3.269497 -0.07 -0.15 -0.08
H 3.715203 4.863745 2.877594 0.01 0.03 0.08
H 2.895668 6.379874 3.276720 -0.02 0.00 0.00
H 2.600566 5.572905 1.724319 -0.06 0.03 0.02
H 4.179072 2.389231 3.248464 0.01 0.08 0.05
H 3.327700 1.390889 4.467048 -0.20 0.53 -0.13
H 3.305340 3.140843 4.602701 0.10 0.08 -0.10
Be 4.493330 0.113036 3.617082 0.66 -1.20 -0.33
F 2.259952 -3.690540 -1.292662 0.16 -0.20 -0.77
O -1.676835 2.049291 1.392522 -0.46 -0.24 -0.51
H -1.221418 2.578236 2.054602 0.13 -0.06 0.00
O 8.104397 1.617073 2.870242 0.08 -0.10 0.24
C 8.338504 0.551180 2.368844 0.01 0.14 -0.47
O 8.887770 -0.428130 3.111475 -0.06 0.07 0.42
C 9.039880 -1.772919 2.652012 0.09 -0.15 -0.20
C 10.303844 -1.946850 1.834636 0.06 0.14 -0.06
C 8.104788 0.318324 0.894435 -0.39 -0.32 0.02
H 8.148775 -2.101598 2.115930 0.01 0.06 -0.04
H 9.102392 -2.382347 3.552417 -0.04 0.14 0.09
H 10.287011 -1.334515 0.933054 -0.06 -0.07 -0.04
H 10.428212 -2.989534 1.540533 -0.01 0.00 0.02
H 11.173661 -1.638297 2.415762 -0.02 -0.06 0.05
H 8.949501 0.719961 0.335728 0.00 0.01 0.01
H 7.200495 0.848698 0.606109 0.11 0.17 0.02
H 7.956449 -0.724348 0.625215 0.15 0.00 -0.03
```
Forces are in eV/Å.

Summary:
* spin multiplicity: 1
* total charge: -1
* HOMO energy: -4.81 eV
* lowest unoccupied orbital energy: -0.1366 hartree
* energy: -166328.6694 eV

No. 2
The following is a DFT calculation (ωB97M-V/def2-TZVPD) of the ion C6H9ClN5 with charge +1 at a distorted geometry.

XYZ file:
```
21
Properties=species:S:1:pos:R:3:forces:R:3
H 0.403079 -1.411325 -1.981089 0.94 0.57 1.11
N 1.257937 -1.205881 -1.399513 -1.52 -1.60 -1.91
C 1.346635 -0.190322 -0.695616 0.08 0.64 -0.73
C 2.754216 0.025463 -0.071833 -2.85 0.92 -0.09
Cl 3.827490 -1.196241 -0.387089 0.95 -0.50 0.05
N 2.981573 1.045664 0.632931 0.74 -0.87 -0.23
C 1.963316 1.943248 0.808633 -0.42 1.96 -0.30
C 0.685574 1.936190 0.362166 2.36 -3.39 -0.76
N 0.294702 0.798273 -0.465473 2.70 1.48 1.17
N -1.023398 0.502034 -0.643736 -0.93 0.61 -1.37
C -1.520850 -0.488517 0.089584 2.63 -0.91 0.88
C -2.849986 -1.028490 -0.030495 -0.30 0.70 -0.46
N -0.638751 -1.082819 0.911506 -1.95 0.01 -0.20
H 2.397248 2.855677 1.189297 -0.72 0.24 0.67
H -0.014725 2.608095 0.691343 -1.69 1.60 0.19
H -1.515726 0.945326 -1.477807 0.67 -0.88 1.70
H -3.312956 -0.744734 -0.949627 -0.29 -0.60 -0.83
H -3.489719 -0.637518 0.699216 -0.83 1.64 1.37
H -2.929469 -2.007552 0.348563 0.28 -1.81 -0.69
H -0.855516 -2.021872 1.232465 0.15 0.50 0.32
H 0.239326 -0.644696 1.136581 -0.01 -0.32 0.08
```
Forces are in eV/Å.

Summary:
* spin multiplicity: 1
* total charge: +1
* HOMO energy: -12.33 eV
* lowest unoccupied orbital energy: -0.1447 hartree
* energy: -26331.6128 eV
* energy above the lowest of the compared OMol25 structures with the same formula, charge and spin: 3.103 eV
* SMILES: [H]/N=c1/c(Cl)nccn1/[NH+]=C(/C)N

No. 3
The following is a DFT calculation (ωB97M-V/def2-TZVPD) of a structure of composition N2O6Rb3 at a distorted geometry.

XYZ file:
```
11
Properties=species:S:1:pos:R:3:forces:R:3
Rb 7.697921 -12.955710 7.041998 0.16 0.31 -0.35
Rb 10.257161 -8.352048 8.667959 -0.02 -0.17 -0.52
Rb 5.167968 -6.352329 8.693313 0.24 -0.35 -0.06
N 7.645339 -9.567101 8.937139 1.12 0.48 2.48
O 7.102515 -8.450983 8.696338 -0.55 -0.40 -1.52
O 8.044812 -9.697056 10.118643 0.02 -0.40 -0.08
O 7.943298 -10.439658 8.116467 -1.01 0.70 -0.51
N 9.421636 -10.122496 5.206092 0.30 0.03 1.04
O 9.323203 -8.943706 5.639752 0.28 0.08 -0.02
O 10.488580 -10.550648 4.755334 -0.49 0.16 -0.01
O 8.424857 -10.874902 5.349095 -0.05 -0.44 -0.44
```
Forces are in eV/Å.

Summary:
* spin multiplicity: 1
* total charge: +1
* HOMO energy: -10.37 eV
* lowest unoccupied orbital energy: -0.1300 hartree
* energy: -17221.0166 eV
* energy above the lowest of the compared OMol25 structures with the same formula, charge and spin: 0.000 eV

No. 4
The following is a DFT calculation (ωB97M-V/def2-TZVPD) of a cluster of 2 separate species, C2ClF3 in total at a distorted geometry.

XYZ file:
```
6
Properties=species:S:1:pos:R:3:forces:R:3
C 1.212512 -0.267153 0.354485 0.33 0.07 0.87
C -1.381355 0.296683 0.499042 2.64 0.92 2.28
F 0.988337 -1.100170 -0.624910 0.19 0.29 -0.48
F 1.932675 0.712183 -0.136527 -0.39 -0.46 -0.33
F -1.723143 -0.404561 1.548785 -0.66 -0.12 -0.69
Cl -2.386317 0.174853 -0.755183 -2.11 -0.71 -1.66
```
Forces are in eV/Å.

Summary:
* spin multiplicity: 1
* HOMO energy: -9.52 eV
* lowest unoccupied orbital energy: -0.0261 hartree
* energy: -22743.5883 eV
* energy above the lowest of the compared OMol25 structures with the same formula, charge and spin: 3.907 eV

No. 5
The following is a DFT calculation (ωB97M-V/def2-TZVPD) of a cluster of 2 separate species, C4H4Cl2O in total at a distorted geometry.

XYZ file:
```
11
Properties=species:S:1:pos:R:3:forces:R:3
C 1.679377 1.782374 0.669718 2.36 -0.10 0.06
C 1.413067 0.605019 0.181998 -0.90 -0.61 -0.73
C -1.416129 -1.664386 -0.645062 0.34 1.74 0.01
C -1.128830 -0.392047 -0.012632 0.49 1.60 -0.93
O -1.293427 -1.463084 0.735093 -0.15 0.01 2.87
Cl 2.385243 -0.554422 -0.603269 -0.23 0.25 0.48
Cl -2.315079 0.943459 -0.142229 0.66 -0.51 0.54
H 2.705695 2.188957 0.842189 -0.42 -0.86 -0.53
H 1.021529 2.516787 0.984129 -1.96 0.75 0.57
H -2.393342 -1.784169 -0.928941 -2.18 -0.64 -1.01
H -0.658099 -2.178485 -1.080998 2.01 -1.63 -1.31
```
Forces are in eV/Å.

Summary:
* spin multiplicity: 1
* HOMO energy (spin up / spin down): -9.10 / -9.01 eV
* lowest unoccupied orbital energy (spin up / spin down): -0.0227 / -0.0235 hartree
* energy: -31298.7905 eV
* energy above the lowest of the compared OMol25 structures with the same formula, charge and spin: 5.623 eV